# 1
DFT (ωB97M-V with the def2-TZVPD basis set) results for C4H9NO2 in the gas phase.

```
16
Properties=species:S:1:pos:R:3:nbo_charge:R:1
O 1.808 1.335 -0.137 -0.72
O -1.201 -1.993 0.635 -0.74
N -0.349 2.079 -0.027 -0.77
C 0.095 -0.016 1.053 -0.51
C 0.475 -0.985 -1.024 -0.88
C 0.540 1.106 0.169 0.75
C -0.617 -0.859 0.008 0.08
H -1.607 -2.503 -0.075 0.47
H 1.907 0.415 -0.561 0.54
H 1.168 -1.783 -0.702 0.19
H -0.475 0.347 1.919 0.21
H -0.098 3.028 -0.268 0.42
H -1.327 1.838 0.073 0.41
H -1.432 -0.243 -0.422 0.12
H 0.124 -1.218 -2.036 0.19
H 0.990 -0.547 1.395 0.24
```

Calculated values
energy above the lowest of the compared OMol25 structures with the same formula, charge and spin	4.331	eV
E	-362.9264	Eh
orbital gap	7.632	eV
HOMO level	-7.0	eV
multiplicity	1

=====

# 2
DFT (ωB97M-V with the def2-TZVPD basis set) results for C4H9NO2 in the gas phase.

```
16
Properties=species:S:1:pos:R:3:nbo_charge:R:1
O 1.959 0.338 0.656 -0.72
O -0.590 1.602 2.493 -0.61
N -0.944 0.265 0.672 -0.62
C -0.498 0.524 1.943 0.52
C 1.154 0.257 -0.502 -0.07
C -0.122 -0.548 -0.225 -0.08
C -0.876 -0.906 -1.502 -0.62
H -1.273 1.125 0.248 0.38
H 0.844 1.258 -0.834 0.16
H -0.218 -1.478 -2.165 0.22
H -1.772 -1.501 -1.299 0.23
H 0.158 -1.469 0.304 0.21
H -0.058 -0.360 2.422 0.12
H 1.757 -0.180 -1.303 0.18
H 1.718 1.131 1.148 0.48
H -1.191 -0.008 -2.047 0.21
```

Calculated values
energy above the lowest of the compared OMol25 structures with the same formula, charge and spin	1.056	eV
SMILES	C[C@@H](CO)NC=O
E	-363.0467	Eh
orbital gap	10.646	eV
HOMO level	-9.8	eV
multiplicity	1

=====

# 3
DFT (ωB97M-V with the def2-TZVPD basis set) results for C4H9NO2 as an isolated structure.

```
16
Properties=species:S:1:pos:R:3:nbo_charge:R:1
O -0.422 1.528 0.775 -0.50
O -1.275 -1.033 -0.805 -0.60
N 0.797 0.255 -0.720 -0.61
C -1.625 0.880 0.608 -0.16
C 0.507 0.497 0.599 0.19
C -1.521 -0.589 0.327 0.24
C 1.970 -0.522 -0.949 -0.41
H 1.422 0.703 1.177 0.20
H 2.174 -0.529 -2.006 0.21
H -0.280 -0.338 0.996 0.11
H -2.142 1.262 -0.220 0.20
H -0.083 -0.162 -1.179 0.42
H 1.825 -1.539 -0.660 0.18
H 2.843 -0.175 -0.394 0.19
H -2.172 1.056 1.476 0.19
H -2.017 -1.294 0.975 0.17
```

Calculated values
energy above the lowest of the compared OMol25 structures with the same formula, charge and spin	4.487	eV
E	-362.9206	Eh
orbital gap	9.718	eV
HOMO level	-9.1	eV
multiplicity	1

=====

# 4
DFT (ωB97M-V with the def2-TZVPD basis set) results for C4H9NO2 in the gas phase.

```
16
Properties=species:S:1:pos:R:3:nbo_charge:R:1
O -0.016 1.347 1.992 -0.59
O 0.808 -1.465 -2.016 -0.71
N -0.251 1.763 -0.645 -0.83
C 0.302 -1.805 -0.774 -0.05
C 0.420 -0.776 0.383 -0.43
C -0.735 0.470 -0.124 -0.14
C -0.760 0.597 1.414 0.38
H -0.984 2.374 -0.282 0.36
H 1.353 -0.227 0.373 0.23
H 0.529 2.048 -0.055 0.37
H 1.054 -0.540 -2.050 0.48
H -1.667 0.210 1.927 0.14
H 0.203 -1.368 1.266 0.24
H 0.878 -2.682 -0.412 0.16
H -1.340 -0.077 -0.833 0.23
H -0.747 -2.140 -0.772 0.15
```

Calculated values
energy above the lowest of the compared OMol25 structures with the same formula, charge and spin	3.915	eV
SMILES	N[C@H](C=O)CCO
E	-362.9417	Eh
orbital gap	10.040	eV
HOMO level	-9.2	eV
multiplicity	1

=====

# 5
DFT (ωB97M-V with the def2-TZVPD basis set) results for C4H9NO2 in the gas phase.

```
16
Properties=species:S:1:pos:R:3:nbo_charge:R:1
O 1.620 -2.214 0.523 -0.51
O -2.715 0.270 1.277 -0.72
N -0.491 -0.278 0.610 -0.66
C 1.035 1.135 -0.720 -0.62
C 0.575 -0.340 -0.415 -0.15
C -1.764 0.229 0.194 0.08
C 1.772 -1.093 0.064 0.41
H 2.024 0.923 -1.266 0.20
H -1.773 1.315 0.095 0.17
H -2.124 -0.022 2.041 0.47
H 2.794 -0.999 -0.340 0.15
H -0.482 -1.182 0.980 0.38
H 0.384 1.809 -1.346 0.23
H 1.273 1.509 0.285 0.22
H 0.194 -0.922 -1.239 0.21
H -2.322 -0.139 -0.743 0.14
```

Calculated values
energy above the lowest of the compared OMol25 structures with the same formula, charge and spin	3.255	eV
SMILES	C[C@@H](C=O)NCO
E	-362.9659	Eh
orbital gap	9.821	eV
HOMO level	-9.4	eV
multiplicity	1

=====

# 6
DFT (ωB97M-V with the def2-TZVPD basis set) results for C4H9NO2 in the gas phase.

```
16
Properties=species:S:1:pos:R:3:nbo_charge:R:1
O 1.091 -2.138 -0.180 -0.73
O -1.565 2.371 0.058 -0.62
N -0.963 1.385 2.000 -0.83
C 0.623 0.153 -0.590 -0.41
C -1.168 1.383 0.651 0.68
C 1.060 -1.163 -1.208 -0.06
C -0.812 0.087 -0.053 -0.50
H 2.054 -1.052 -1.668 0.17
H -1.510 -0.034 -0.888 0.23
H 1.319 0.402 0.221 0.21
H -1.042 2.267 2.484 0.40
H 0.350 -1.456 -1.997 0.16
H -0.536 0.611 2.478 0.39
H 0.700 0.953 -1.335 0.22
H -0.906 -0.781 0.608 0.22
H 1.306 -2.988 -0.580 0.47
```

Calculated values
energy above the lowest of the compared OMol25 structures with the same formula, charge and spin	0.556	eV
SMILES	NC(=O)CCCO
E	-363.0651	Eh
orbital gap	10.474	eV
HOMO level	-9.7	eV
multiplicity	1

=====

# 7
DFT (ωB97M-V with the def2-TZVPD basis set) results for a 2-piece molecular cluster, C4H9NO2 overall.

```
16
Properties=species:S:1:pos:R:3:nbo_charge:R:1
O 0.275 -0.973 1.591 -0.72
O -2.007 0.811 -2.303 -0.71
N 2.035 -2.204 1.430 -0.81
C -1.291 0.319 -1.183 -0.11
C 1.442 -1.120 0.940 0.25
C 0.402 1.741 0.001 -0.41
C -0.854 1.506 -0.376 -0.21
H 0.665 2.617 0.589 0.20
H -2.333 0.054 -2.803 0.47
H -1.941 -0.324 -0.568 0.17
H -1.646 2.205 -0.118 0.20
H 1.199 1.037 -0.232 0.23
H 2.940 -2.471 1.083 0.40
H -0.413 -0.278 -1.473 0.18
H 1.633 -2.772 2.168 0.38
H -0.107 -0.148 1.251 0.51
```

Calculated values
energy above the lowest of the compared OMol25 structures with the same formula, charge and spin	3.310	eV
E	-362.9639	Eh
orbital gap	9.709	eV
HOMO level	-8.8	eV
multiplicity	1

=====

# 8
DFT (ωB97M-V with the def2-TZVPD basis set) results for C4H9NO2 in the gas phase.

```
16
Properties=species:S:1:pos:R:3:nbo_charge:R:1
O -1.589 1.908 -0.617 -0.69
O 1.268 -2.296 0.667 -0.54
N -0.198 -0.075 1.659 -0.82
C -0.359 -0.546 0.322 -0.13
C -0.206 1.790 -0.936 -0.08
C 0.472 0.401 -0.839 -0.45
C 0.618 -1.625 -0.097 0.41
H -1.375 -0.798 0.023 0.20
H 0.413 -2.090 -1.079 0.12
H 1.390 0.556 -0.273 0.22
H 0.018 2.235 -1.913 0.17
H 0.335 2.457 -0.253 0.16
H -1.823 0.977 -0.535 0.46
H 0.300 -0.800 2.177 0.38
H 0.430 0.719 1.662 0.36
H 0.702 0.024 -1.826 0.23
```

Calculated values
energy above the lowest of the compared OMol25 structures with the same formula, charge and spin	3.266	eV
SMILES	N[C@H](C=O)CCO
E	-362.9655	Eh
orbital gap	10.608	eV
HOMO level	-9.9	eV
multiplicity	1

=====

- The lowest HOMO level belongs to which entry?
  number 8

=====

What did the fourth record say?
DFT (ωB97M-V with the def2-TZVPD basis set) results for C4H9NO2 in the gas phase.

```
16
Properties=species:S:1:pos:R:3:nbo_charge:R:1
O -0.016 1.347 1.992 -0.59
O 0.808 -1.465 -2.016 -0.71
N -0.251 1.763 -0.645 -0.83
C 0.302 -1.805 -0.774 -0.05
C 0.420 -0.776 0.383 -0.43
C -0.735 0.470 -0.124 -0.14
C -0.760 0.597 1.414 0.38
H -0.984 2.374 -0.282 0.36
H 1.353 -0.227 0.373 0.23
H 0.529 2.048 -0.055 0.37
H 1.054 -0.540 -2.050 0.48
H -1.667 0.210 1.927 0.14
H 0.203 -1.368 1.266 0.24
H 0.878 -2.682 -0.412 0.16
H -1.340 -0.077 -0.833 0.23
H -0.747 -2.140 -0.772 0.15
```

Calculated values
energy above the lowest of the compared OMol25 structures with the same formula, charge and spin	3.915	eV
SMILES	N[C@H](C=O)CCO
E	-362.9417	Eh
orbital gap	10.040	eV
HOMO level	-9.2	eV
multiplicity	1